15
Properties=species:S:1:pos:R:3 method="wB97M-V/def2-TZVPD" s2=0.753 multiplicity=2 fmax_ha_per_bohr=0.031 total_energy_ev=-6704.2282 de_lowest_kcal_mol=4.12 homo_lumo_gap_ev="5.16 / 9.44"
C -0.9521 1.1269 -2.0272
N -0.0774 1.5941 -0.9124
H -1.6478 0.3920 -1.6309
H -0.3498 0.5860 -2.7549
H -1.4321 1.9918 -2.4788
H 0.6061 2.2427 -1.2925
H -0.6954 2.1517 -0.3320
H 0.3264 -0.1441 -0.3917
N -0.0003 -0.6028 2.1616
C 0.6369 -1.4228 1.2483
N 0.5514 -1.1065 -0.1243
H -0.2415 -0.9456 3.0686
H -0.3616 0.3020 1.9458
H 1.2301 -2.2952 1.4486
H 1.1117 -1.7034 -0.6958



15
Properties=species:S:1:pos:R:3 method="wB97M-V/def2-TZVPD" smiles="C=CN.CSS" fmax_ha_per_bohr=0.082 total_energy_ev=-26415.6072 de_lowest_kcal_mol=47.73 homo_lumo_gap_ev=8.95
C 1.5715 -1.3791 1.4022
S 0.3783 -1.3446 2.7883
S -1.5473 -1.6193 2.0393
H 2.5789 -1.7680 1.6873
H 1.2094 -2.0148 0.5228
H 1.7515 -0.3569 1.0927
H -1.3614 -2.9644 1.9966
C 0.3600 1.8590 -0.8286
C -0.8726 1.7995 -1.3428
N -1.2383 0.9099 -2.4820
H 1.1916 1.4179 -1.3753
H 0.5181 2.2142 0.3916
H -1.6665 2.4981 -0.9759
H -0.6441 0.1258 -2.5243
H -2.2293 0.6226 -2.3918



10
Properties=species:S:1:pos:R:3 method="wB97M-V/def2-TZVPD" charge=-1 fmax_ha_per_bohr=0.048 total_energy_ev=-12548.3215 de_lowest_kcal_mol=48.20 homo_lumo_gap_ev=7.95
C -1.2408 -0.0459 0.2106
N 1.4735 0.4376 1.0898
O 1.6834 0.8928 -0.5778
Si 0.5537 -0.2836 -0.5344
H -1.7384 0.9286 -0.0381
H -1.8272 -0.7827 -0.3110
H -1.2246 -0.2446 1.2634
H 1.0641 1.3457 1.3802
H 0.8853 -1.7990 -0.3646
H 0.3711 -0.4489 -2.1182



17
Properties=species:S:1:pos:R:3 method="wB97M-V/def2-TZVPD" smiles=CC1(C)COPN1 fmax_ha_per_bohr=0.074 total_energy_ev=-17135.3960 de_lowest_kcal_mol=36.26 homo_lumo_gap_ev=8.95
C 0.1555 -1.3504 -0.1494
C 0.1861 0.1916 -0.0325
C -0.7925 0.7439 -1.0533
C 1.6816 0.6094 -0.3277
N -0.2350 0.4617 1.3519
O -1.3457 -1.6730 0.5187
P -1.7371 -0.5290 1.5597
H 0.0971 -1.7154 -1.1485
H 0.8738 -1.9887 0.4350
H -0.7177 1.8629 -0.9817
H -1.7761 0.3857 -0.7824
H -0.5141 0.5531 -2.1595
H 2.3345 0.6931 0.5589
H 1.7067 1.5702 -0.9681
H 1.9613 -0.1849 -1.0052
H -0.5434 1.4253 1.4613
H -1.3350 -1.0555 2.7228



31
Properties=species:S:1:pos:R:3 method="wB97M-V/def2-TZVPD" charge=+1 fmax_ha_per_bohr=0.052 total_energy_ev=-18703.6584 de_lowest_kcal_mol=38.66 homo_lumo_gap_ev=10.01
O 1.4818 -2.4499 0.8903
C 1.6972 -2.6482 -0.2881
C 0.9223 -1.7665 -1.2403
C 1.1348 -0.2678 -0.9317
C -0.0737 0.4395 -0.4428
C -0.6670 1.3621 -1.2001
N -1.8822 1.9093 -0.7054
N -0.5448 -0.1189 0.8116
H 2.3409 -3.3890 -0.7815
H 1.2041 -1.9809 -2.2702
H -0.1627 -1.9664 -1.2048
H 2.0817 -0.0708 -0.3569
H 1.6272 0.1828 -1.7834
H -0.2453 1.7319 -2.1209
H -2.0198 2.8860 -0.9027
H -2.7099 1.3400 -0.7038
H -1.4136 -0.6646 0.7737
H 0.1121 -0.8072 1.2168
H -0.7412 0.5724 1.5602
H -3.5121 -1.9794 1.3165
H -2.8452 -1.4668 2.6987
O -2.7427 -1.5690 1.7314
H -0.3663 2.7491 3.0223
H -0.9304 2.8852 1.4467
O -0.9708 2.4963 2.3338
H 1.9363 0.8852 -4.1846
H 0.8079 0.0828 -4.9942
O 1.3859 0.1059 -4.2277
H 2.0766 0.2200 4.2168
H 1.5200 1.0239 2.8717
O 1.4988 0.2730 3.4488



165
Properties=species:S:1:pos:R:3 method="wB97M-V/def2-TZVPD" s2=3.778 multiplicity=4 charge=+1 fmax_ha_per_bohr=0.202 total_energy_ev=-211547.0933 homo_lumo_gap_ev="4.73 / 5.34"
Cr 2.3968 0.1546 1.9636
As -0.7794 3.8546 5.6699
F -2.6667 3.7784 5.6103
F -1.0161 5.4282 6.5466
F 0.9669 4.0569 5.5936
F -0.6590 2.2248 4.9656
F -0.8004 4.6697 4.0168
F -0.8260 3.1070 7.2910
N 1.0855 0.8823 0.7279
S -0.0928 1.9057 0.5752
O -1.4830 1.3792 0.4933
O 0.2326 3.2020 -0.0597
F -0.0694 2.1865 2.1283
S 0.9466 0.6029 -1.0271
O 1.9507 1.2095 -1.8431
O -0.2157 0.0418 -1.6850
F 1.6292 -0.8006 -0.9609
C -2.9392 4.3928 0.5600
O -2.9978 3.5514 -0.6030
H -2.3339 3.9092 1.3267
H -2.3546 5.2538 0.2359
H -3.8129 4.7293 1.1181
H -3.3020 2.6941 -0.2961
C 2.0963 5.1088 2.0640
O 1.7010 3.8542 2.5882
H 2.3921 4.8994 1.0361
H 1.3855 5.9319 1.9896
H 3.0081 5.4624 2.5454
H 1.1460 4.0352 3.3503
C -5.4221 -4.6502 -0.9527
C -4.1042 -5.4732 -0.8461
C -3.1076 -4.8834 0.1137
O -2.7312 -3.5898 -0.2894
C -2.1202 -3.5259 -1.6096
N -4.4848 -6.8220 -0.4238
H -5.2978 -3.5888 -1.1675
H -5.9652 -4.6051 -0.0087
H -6.0621 -5.0900 -1.7174
H -3.8410 -5.7008 -1.8790
H -2.1967 -5.4615 0.2695
H -3.5350 -4.8330 1.1151
H -1.6644 -4.4635 -1.9274
H -1.4636 -2.6783 -1.8060
H -2.9045 -3.5219 -2.3666
H -5.0318 -6.9919 0.4080
H -3.7101 -7.4688 -0.4634
C -5.1521 -0.8891 0.2078
C -5.5525 0.5283 0.7093
C -4.8949 1.0631 2.0577
O -5.6321 0.4018 3.1045
C -5.7682 1.1338 4.3472
N -5.1396 1.4544 -0.3624
H -5.8210 -1.1753 -0.6039
H -5.2372 -1.6249 1.0075
H -4.1391 -0.9204 -0.1935
H -6.6406 0.5477 0.7716
H -5.0543 2.1402 2.0091
H -3.8656 0.7056 2.0864
H -4.7963 1.5143 4.6615
H -6.2240 0.4600 5.0727
H -6.4709 1.9641 4.2761
H -5.4386 2.4085 -0.2193
H -5.7693 1.1808 -1.1031
C 1.1925 -3.2577 -5.0044
C 1.6169 -2.6654 -3.6184
C 2.2848 -3.7059 -2.6308
O 1.2295 -4.5850 -2.2077
C 1.6386 -5.9385 -1.9400
N 2.4670 -1.5516 -3.9442
H 2.0426 -3.4734 -5.6516
H 0.5592 -2.4937 -5.4552
H 0.5851 -4.1622 -4.9698
H 0.7924 -2.3459 -2.9811
H 2.7428 -3.1761 -1.7955
H 3.0942 -4.1591 -3.2031
H 0.7536 -6.3950 -1.4969
H 2.4112 -5.9284 -1.1712
H 1.8981 -6.6082 -2.7600
H 2.7447 -1.8619 -4.8644
H 1.7845 -0.8333 -4.1402
C -4.5877 -2.0806 -3.7560
C -4.0895 -1.7683 -5.1848
C -4.2781 -0.1654 -5.3556
O -3.8844 0.6161 -4.2982
C -2.4520 0.6188 -3.8087
N -2.7021 -1.9510 -5.3575
H -4.5379 -3.1497 -3.5494
H -5.5952 -1.6905 -3.6114
H -4.0020 -1.4922 -3.0496
H -4.6807 -2.3592 -5.8845
H -5.3339 0.0975 -5.2889
H -3.7642 0.2669 -6.2142
H -2.1312 -0.2062 -3.1726
H -2.5002 1.4198 -3.0709
H -1.7140 0.8549 -4.5754
H -2.2230 -1.1348 -5.0049
H -2.4649 -1.8585 -6.3349
C 6.0500 4.5607 -3.1487
C 4.7605 3.8860 -3.4706
C 3.4798 4.8006 -3.6440
O 3.0555 5.3115 -2.4113
C 1.6980 5.7215 -2.3064
N 4.8869 3.0985 -4.6965
H 6.2552 5.4721 -3.7101
H 6.9209 3.9205 -3.2897
H 6.0137 4.9238 -2.1216
H 4.6835 3.1758 -2.6473
H 2.6456 4.2539 -4.0836
H 3.7143 5.5792 -4.3698
H 1.5939 6.4866 -1.5371
H 1.0079 4.8777 -2.3061
H 1.4019 6.2890 -3.1887
H 4.0075 2.6295 -4.8603
H 5.5164 2.3256 -4.5341
C 0.5550 -3.6679 0.9070
C 0.4553 -2.2011 1.3211
C -0.6908 -1.9475 2.3091
O -0.6138 -0.6928 2.9417
C -1.8674 -0.2784 3.3901
N 1.8074 -1.8430 1.8421
H -0.4145 -4.0189 0.5533
H 0.7344 -4.1999 1.8413
H 1.3537 -3.8986 0.2021
H 0.1385 -1.6499 0.4357
H -0.9216 -2.6349 3.1229
H -1.6206 -1.9643 1.7405
H -2.7213 -0.8654 3.0519
H -1.8949 0.8102 3.3420
H -2.1245 -0.4878 4.4285
H 2.2778 -2.5008 1.2369
H 1.8948 -2.2397 2.7668
C 4.9870 3.1634 0.4484
C 3.9440 2.0111 0.6008
C 4.5715 0.7486 -0.0497
O 3.8793 -0.3556 0.5454
C 4.4237 -1.5300 -0.0935
N 3.6603 1.7507 2.0666
H 5.2946 3.2989 -0.5885
H 5.8443 3.0800 1.1164
H 4.4929 4.0883 0.7462
H 3.0510 2.2339 0.0169
H 5.6215 0.6547 0.2273
H 4.6253 0.7322 -1.1382
H 4.1518 -1.7194 -1.1319
H 4.0014 -2.3976 0.4134
H 5.5082 -1.5927 -0.0036
H 3.1903 2.5963 2.3563
H 4.5832 1.7882 2.4752
C 1.9363 0.6668 6.2264
C 2.5738 0.7657 4.7806
C 3.6624 -0.3836 4.6028
O 3.9149 -0.7069 3.2038
C 4.9004 -1.7774 3.1004
N 1.4339 0.5626 3.8832
H 1.2959 -0.1849 6.4557
H 1.3649 1.5950 6.2341
H 2.7437 0.6148 6.9568
H 3.0505 1.7440 4.7196
H 3.3092 -1.2635 5.1406
H 4.5908 -0.1658 5.1308
H 4.3280 -2.6949 2.9641
H 5.5941 -1.8800 3.9348
H 5.4510 -1.7045 2.1625
H 0.9007 1.2878 4.3414
H 0.8336 -0.1854 4.1997



20
Properties=species:S:1:pos:R:3 method="wB97M-V/def2-TZVPD" charge=+1 fmax_ha_per_bohr=0.027 total_energy_ev=-9276.8166 de_lowest_kcal_mol=16.78 homo_lumo_gap_ev=10.93
N -1.8775 1.6968 -1.7560
C -0.6677 1.2070 -1.2748
N 0.1849 0.6788 -2.2046
N -0.3967 1.2534 -0.0128
H -2.1419 2.5917 -1.3893
H -1.9910 1.6631 -2.7629
H 0.0240 1.0825 -3.1189
H 1.1663 0.7395 -1.9965
H -1.1424 1.7166 0.4874
C 0.2049 -1.9275 0.4033
N 0.9953 -0.8032 0.9423
C 0.8152 -0.6158 2.4106
H 0.4431 -2.1165 -0.6439
H 0.4442 -2.8734 0.8900
H -0.8554 -1.7108 0.4912
H 0.5764 0.1025 0.4910
H 1.9786 -0.9809 0.7771
H -0.2382 -0.4152 2.6007
H 1.4295 0.2312 2.6983
H 1.0485 -1.5198 2.9678



9
Properties=species:S:1:pos:R:3 method="wB97M-V/def2-TZVPD" smiles="O=C1COC1" fmax_ha_per_bohr=0.041 total_energy_ev=-7268.7654 de_lowest_kcal_mol=44.29 homo_lumo_gap_ev=10.99
C -0.3234 -0.0114 -0.5526
C 0.1953 -1.0592 0.4030
C 0.2613 1.1243 0.3728
H 0.9786 -1.6979 -0.1698
H -0.6703 -1.5544 0.9356
H -0.4876 1.7800 0.9150
H 1.0516 1.7369 -0.0036
O -1.0291 -0.0970 -1.5050
O 0.8202 0.0236 1.1280



83
Properties=species:S:1:pos:R:3 method="wB97M-V/def2-TZVPD" s2=9.148 multiplicity=6 charge=+2 fmax_ha_per_bohr=0.080 total_energy_ev=-156817.1380 de_lowest_kcal_mol=66.07 homo_lumo_gap_ev="6.00 / 4.01"
N 0.7339 -1.4429 6.5786
C 0.2794 -2.5220 5.9366
C 0.9672 -3.1272 4.8748
C 2.2387 -2.6179 4.5036
C 2.7425 -1.5645 5.2872
C 1.9741 -1.0204 6.3228
C 3.0349 -3.0510 3.3699
Mn 1.3043 0.0042 -1.0396
P -1.3064 1.2170 -3.3958
C 3.8858 -2.1580 2.7389
C 4.0434 -2.0377 1.3118
C 4.5639 -0.8090 0.8163
C 3.9707 -0.2220 -0.2850
C 2.8557 -0.9230 -0.7845
C 2.7085 -2.3117 -0.6622
C 3.3435 -2.9065 0.4322
Br 1.6776 -0.0059 -3.3513
H 2.8749 -4.0446 2.9543
H 4.1896 -1.1942 3.2212
H 0.4888 -3.9483 4.3725
H 3.7250 -1.1255 5.1527
H -0.7368 -2.8335 6.2104
H 2.3546 -0.1440 6.8605
H 5.3531 -0.2789 1.3515
H 3.2082 -3.9565 0.6104
H 4.3622 0.6915 -0.7502
H 2.1655 -2.8730 -1.4251
P 0.4192 1.7225 0.5013
C -1.5356 -0.3649 -4.3498
C -0.9729 -0.4261 -5.7620
H -2.6248 -0.5467 -4.3947
H -1.0797 -1.1527 -3.7282
H -0.9859 -1.4589 -6.1258
H -1.5835 0.1648 -6.4588
H 0.0728 -0.0931 -5.8079
C -0.2757 2.5075 -4.2800
C -0.2759 2.5599 -5.7952
H 0.7463 2.2950 -3.9087
H -0.6034 3.4920 -3.8931
H 0.6824 2.9494 -6.1592
H -0.3703 1.5809 -6.2528
H -1.0769 3.1854 -6.2136
C -2.9630 1.9562 -3.6236
C -3.3831 1.8282 -5.0711
H -2.9080 3.0093 -3.3109
H -3.6779 1.4520 -2.9545
H -4.2949 2.4005 -5.2386
H -2.6092 2.2188 -5.7350
H -3.5629 0.7888 -5.3597
C -1.3474 2.0834 0.8662
C -2.1530 2.5891 -0.3240
H -1.3431 2.8454 1.6669
H -1.7942 1.1654 1.2818
H -3.0664 3.0840 0.0390
H -1.6065 3.3258 -0.9302
H -2.4619 1.7660 -0.9879
C 1.0639 3.4053 0.0607
C 2.5835 3.5129 -0.0143
H 0.6633 4.0927 0.8261
H 0.6079 3.6757 -0.9074
H 2.8596 4.5547 -0.2245
H 3.0552 3.2264 0.9317
H 3.0028 2.8810 -0.8102
C 1.1572 1.2740 2.1308
C 0.2236 0.7788 3.2257
H 1.6761 2.1884 2.4583
H 1.9275 0.5119 1.9181
H 0.7983 0.6762 4.1557
H -0.6056 1.4699 3.4249
H -0.2121 -0.2032 2.9934
N -0.2852 -1.0623 -0.2895
C -1.1258 -1.5920 0.3476
C -2.1850 -2.1792 1.0649
C -2.1135 -2.3040 2.4729
C -3.2112 -2.8044 3.1797
C -4.3393 -3.2621 2.4963
C -4.4106 -3.1613 1.1066
C -3.3333 -2.6466 0.3774
H -1.1838 -2.0500 2.9997
H -3.1631 -2.8443 4.2735
H -5.1575 -3.7395 3.0445
H -5.3094 -3.4934 0.5734
H -3.3509 -2.6280 -0.7185



50
Properties=species:S:1:pos:R:3 method="wB97M-V/def2-TZVPD" smiles="C=C(C)CSc1nnc(CCCCCNC(=O)OC(C)(C)C)o1" fmax_ha_per_bohr=0.030 total_energy_ev=-38478.3715 de_lowest_kcal_mol=45.17 homo_lumo_gap_ev=9.34
C -7.4455 -1.3562 1.0703
C -6.8680 -1.1656 -0.1057
C -6.8110 0.1968 -0.7362
H -6.2482 0.1838 -1.6669
H -7.8085 0.6033 -0.9060
S -6.0078 1.4427 0.3447
C -4.3881 0.8756 0.2290
N -3.9223 -0.0686 -0.5275
N -2.5968 -0.1410 -0.2732
C -2.3155 0.7519 0.6124
C -1.0097 1.0593 1.2381
H -0.8472 2.1385 1.1899
H -1.0765 0.7960 2.2983
C 0.1439 0.2918 0.5953
C 0.3841 0.6390 -0.8747
C 0.7186 2.1057 -1.1532
H 0.8596 2.2257 -2.2307
H -0.1146 2.7470 -0.8636
C 1.9797 2.5987 -0.4348
N 3.1440 1.8117 -0.7600
C 3.6611 0.8976 0.0953
O 3.3344 0.7938 1.2548
O 4.5922 0.1664 -0.5432
C 5.3135 -0.8748 0.1581
C 6.1169 -0.2802 1.3141
H 6.7169 -1.0567 1.7804
H 6.7757 0.5038 0.9468
H 5.4463 0.1433 2.0564
C 6.2502 -1.4560 -0.9020
H 5.6727 -1.8508 -1.7338
H 6.8460 -2.2554 -0.4723
H 6.9128 -0.6813 -1.2786
C 4.3420 -1.9445 0.6574
H 4.8979 -2.7662 1.0998
H 3.6750 -1.5248 1.4052
H 3.7471 -2.3252 -0.1703
H 3.4282 1.7518 -1.7249
H 2.1700 3.6424 -0.7067
H 1.8594 2.5362 0.6477
H 1.2081 0.0176 -1.2321
H -0.5049 0.3680 -1.4455
H 1.0496 0.4762 1.1734
H -0.0810 -0.7741 0.6521
O -3.4265 1.4499 0.9834
C -6.2242 -2.2565 -0.8991
H -6.3059 -3.2100 -0.3855
H -5.1729 -2.0154 -1.0515
H -6.6963 -2.3398 -1.8775
H -7.4909 -2.3287 1.5278
H -7.8836 -0.5430 1.6250



18
Properties=species:S:1:pos:R:3 method="wB97M-V/def2-TZVPD" charge=+1 fmax_ha_per_bohr=0.118 total_energy_ev=-10938.2799 de_lowest_kcal_mol=45.53 homo_lumo_gap_ev="7.09 / 7.09"
C 0.3512 -1.5870 -1.1553
C -0.4297 -1.2688 -0.2622
C 0.7066 1.3557 0.4388
C -0.0965 0.5883 1.2577
C 1.5289 0.4191 -1.6284
C 0.7724 1.5764 -1.0785
C 1.2778 -1.0369 -2.1203
C -1.0133 -0.4543 0.8796
C -2.0389 -0.9055 1.7405
N 2.4291 -0.4086 -1.4019
H 1.3965 1.9346 1.1235
H -0.1850 0.6545 2.3227
H -0.3114 1.6672 -1.5627
H 1.3773 2.3974 -1.4351
H 1.2152 -1.5309 -3.0733
H -1.6717 -1.9763 2.2330
H -2.9779 -1.2841 1.1330
H -2.3305 -0.1409 2.5890



9
Properties=species:S:1:pos:R:3 method="wB97M-V/def2-TZVPD" s2=0.771 multiplicity=2 fmax_ha_per_bohr=0.033 total_energy_ev=-15981.2741 de_lowest_kcal_mol=0.00 homo_lumo_gap_ev="8.17 / 6.49"
O 1.3909 -0.9687 0.3757
C 1.7266 0.3352 0.1436
C 0.0778 -1.0986 0.1503
O 2.8280 0.7652 0.1001
O 0.5791 1.0010 -0.1499
C -0.4950 0.1556 -0.2307
H -0.3748 -2.0721 0.3202
F -2.7821 1.0908 0.7350
Ag -2.9505 0.7916 -1.4443



Number 1: molecular weight 76.123 g/mol. Number 2: molecular weight 123.246 g/mol. Number 3: molecular weight 76.151 g/mol. Number 4: molecular weight 119.104 g/mol. Number 5: molecular weight 187.216 g/mol. Number 6: molecular weight 1198.227 g/mol. Number 7: molecular weight 105.165 g/mol. Number 8: molecular weight 72.063 g/mol. Number 9: molecular weight 654.516 g/mol. Number 10: molecular weight 341.477 g/mol. Number 11: molecular weight 130.170 g/mol. Number 12: molecular weight 211.904 g/mol.